C4H3F3N2OS | ωB97M-V with the def2-TZVPD basis set

Summary:
Lowest unoccupied orbital energy in eV: -0.650
HOMO in hartree: -0.38277
Energy in hartree: -1036.6421
Molecular weight in g mol⁻¹: 184.1
HOMO-LUMO gap in eV: 9.7661
ΔE to the lowest compared entry with this formula, charge and spin in kJ/mol: 194.4

CARTESIAN COORDINATES (ANGSTROEM)
C  0.223  0.204  0.208
C  -1.100  0.969  0.474
C  -0.289  -0.499  -1.075
C  3.024  -0.328  -0.047
N  -1.972  0.708  -0.428
N  -1.512  -0.210  -1.368
O  1.943  2.076  -0.888
F  2.622  -0.855  -1.277
F  4.261  0.062  -0.187
F  2.903  -1.308  0.856
S  1.870  1.298  0.284
H  0.489  -0.615  0.930
H  -1.211  1.567  1.335
H  0.373  -1.170  -1.723



C4H3F3NO5S2V | ωB97M-V with the def2-TZVPD basis set

Summary:
Lowest unoccupied orbital energy (alpha / beta) in eV: -8.018 / -7.585
HOMO (alpha / beta) in hartree: -0.51370 / -0.51388
⟨S²⟩: 0.76
Energy in hartree: -2624.5250
Molecular weight in g mol⁻¹: 317.1
HOMO-LUMO gap (alpha / beta) in eV: 5.9602 / 6.3981
Net charge: +1
Spin multiplicity: 2

CARTESIAN COORDINATES (ANGSTROEM)
C  2.213  -1.306  1.513
C  1.969  -1.095  0.329
S  1.561  -0.681  -1.380
O  1.356  -1.945  -2.099
O  2.665  0.138  -1.908
N  0.120  0.229  -1.549
S  -0.042  1.448  -0.368
O  -1.041  2.432  -0.957
O  1.195  2.234  -0.150
C  -0.780  0.863  1.243
O  -0.976  -0.552  1.334
C  -2.014  -1.032  0.526
F  -2.857  -1.787  1.358
F  -1.515  -1.947  -0.399
F  -2.812  -0.061  -0.046
H  2.759  -1.326  2.499
H  -1.693  1.484  1.515
H  0.000  1.125  2.034
V  -0.108  1.780  -3.495



C4H3FN2 | ωB97M-V with the def2-TZVPD basis set

Summary:
Lowest unoccupied orbital energy (alpha / beta) in eV: -3.035 / -3.341
HOMO (alpha / beta) in hartree: -0.39812 / -0.37935
Energy in hartree: -363.4252
Molecular weight in g mol⁻¹: 98.1
HOMO-LUMO gap (alpha / beta) in eV: 7.7988 / 6.9818
ΔE to the lowest compared entry with this formula, charge and spin in kJ/mol: 474.7

CARTESIAN COORDINATES (ANGSTROEM)
C  -0.654  1.455  -0.329
C  -1.626  -1.405  -0.309
C  1.278  -0.148  0.063
C  0.010  0.513  0.452
N  -1.169  2.251  -0.983
N  -2.376  -2.218  -0.590
F  -0.287  0.474  1.751
H  1.327  -1.151  0.485
H  1.378  -0.190  -1.018
H  2.119  0.419  0.478



C4H3FN2S | ωB97M-V with the def2-TZVPD basis set

Summary:
Structure (SMILES): FC1=NN=C/C1=C\S
Lowest unoccupied orbital energy in eV: -1.414
HOMO in hartree: -0.35876
Energy in hartree: -761.6440
Molecular weight in g mol⁻¹: 130.1
HOMO-LUMO gap in eV: 8.3481
ΔE to the lowest compared entry with this formula, charge and spin in kJ/mol: 391.4

CARTESIAN COORDINATES (ANGSTROEM)
F  -2.054  -1.748  -0.192
C  -1.562  -0.477  0.001
N  -2.286  0.571  0.022
N  -1.427  1.857  -0.042
C  -0.159  1.302  0.031
C  -0.052  -0.152  0.258
C  1.161  -0.856  0.289
S  2.749  -0.097  -0.108
H  0.599  2.158  0.187
H  1.055  -2.029  0.474
H  2.518  1.259  -0.550



C4H3FO5Pm | ωB97M-V with the def2-TZVPD basis set

Summary:
Lowest unoccupied orbital energy (alpha / beta) in eV: -6.849 / -6.082
HOMO (alpha / beta) in hartree: -0.49976 / -0.50358
⟨S²⟩: 6.08
Energy in hartree: -1238.3052
Molecular weight in g mol⁻¹: 295.1
HOMO-LUMO gap (alpha / beta) in eV: 6.7507 / 7.6209
ΔE to the lowest compared entry with this formula, charge and spin in kJ/mol: 103.0
Net charge: +1
Spin multiplicity: 5

CARTESIAN COORDINATES (ANGSTROEM)
C  -1.248  -0.328  -0.297
C  -0.463  -1.235  0.653
F  -2.443  0.003  0.289
H  -1.431  -0.773  -1.283
H  -0.274  -0.697  1.592
H  -1.105  -2.094  0.881
O  0.723  -1.747  0.088
C  1.885  -0.982  -0.016
O  2.815  -1.595  -0.506
O  0.252  2.429  0.673
Pm  2.149  1.392  0.377
O  -0.071  2.688  -1.502
O  -0.477  0.785  -0.521
C  -0.311  2.154  -0.427



C4H3FO5Ru | ωB97M-V with the def2-TZVPD basis set

Summary:
Lowest unoccupied orbital energy (alpha / beta) in eV: -5.322 / -9.200
HOMO (alpha / beta) in hartree: -0.55869 / -0.55236
⟨S²⟩: 8.77
Energy in hartree: -724.6449
Molecular weight in g mol⁻¹: 251.1
HOMO-LUMO gap (alpha / beta) in eV: 9.8804 / 5.8307
ΔE to the lowest compared entry with this formula, charge and spin in kJ/mol: 122.6
Net charge: +1
Spin multiplicity: 6

CARTESIAN COORDINATES (ANGSTROEM)
C  0.923  -1.404  -0.146
C  1.533  -0.584  0.992
F  0.635  -2.664  0.314
H  1.564  -1.480  -1.033
H  0.806  -0.506  1.812
H  2.402  -1.142  1.360
O  2.000  0.682  0.579
C  1.141  1.763  0.386
O  1.724  2.788  0.089
O  -2.124  -0.236  0.318
Ru  -0.988  1.431  0.275
O  -1.865  -0.258  -1.877
O  -0.222  -0.761  -0.543
C  -1.582  -0.647  -0.751



C4H3GdLiO | ωB97M-V with the def2-TZVPD basis set

Summary:
Lowest unoccupied orbital energy (alpha / beta) in eV: 2.816 / 2.614
HOMO (alpha / beta) in hartree: -0.03919 / -0.07370
⟨S²⟩: 16.07
Energy in hartree: -1002.3075
Molecular weight in g mol⁻¹: 231.3
HOMO-LUMO gap (alpha / beta) in eV: 3.8828 / 4.6191
Net charge: -1
Spin multiplicity: 8

CARTESIAN COORDINATES (ANGSTROEM)
H  1.411  -2.010  0.786
O  1.122  -0.334  -0.590
C  0.702  -1.401  0.191
C  -0.572  -1.060  0.878
H  -0.002  -2.360  -0.155
H  -0.824  -1.291  1.919
Gd  1.239  1.462  0.652
Li  -1.640  1.138  0.300
C  -2.735  -0.358  -0.881
C  -1.973  -0.853  -0.008



C4H3HgLiMgO2 | ωB97M-V with the def2-TZVPD basis set

Summary:
Lowest unoccupied orbital energy (alpha / beta) in eV: -1.068 / -1.758
HOMO (alpha / beta) in hartree: -0.24882 / -0.27577
⟨S²⟩: 2.02
Energy in hartree: -665.5069
Molecular weight in g mol⁻¹: 314.9
HOMO-LUMO gap (alpha / beta) in eV: 5.7029 / 5.7457
ΔE to the lowest compared entry with this formula, charge and spin in kJ/mol: 0.0
Spin multiplicity: 3

CARTESIAN COORDINATES (ANGSTROEM)
C  -0.245  0.437  -0.871
O  1.040  0.436  -0.715
Mg  -1.385  -1.683  -0.907
Hg  2.439  2.203  -0.377
H  -1.999  1.022  -0.401
C  -1.030  1.315  -0.003
C  -1.349  0.744  1.415
C  -2.186  -0.299  1.675
O  -3.018  -1.107  0.905
Li  0.949  -0.926  0.853
H  -0.474  2.299  -0.293
H  -2.204  -0.661  2.717



C4H3I | ωB97M-V with the def2-TZVPD basis set

Summary:
Structure (SMILES): I[C@@H]1C2=C[C@H]21
Lowest unoccupied orbital energy in eV: -0.027
HOMO in hartree: -0.32659
Energy in hartree: -451.7016
Molecular weight in g mol⁻¹: 178.0
HOMO-LUMO gap in eV: 8.8599
ΔE to the lowest compared entry with this formula, charge and spin in kJ/mol: 296.4

CARTESIAN COORDINATES (ANGSTROEM)
I  0.362  2.871  -1.547
C  0.119  1.378  -0.095
C  1.188  0.311  -0.024
C  0.601  -0.760  0.441
C  -0.576  0.069  -0.402
H  -0.056  2.011  0.847
H  0.550  -1.738  0.531
H  -0.856  -0.050  -1.485



C4H3I | ωB97M-V with the def2-TZVPD basis set

Summary:
Lowest unoccupied orbital energy (alpha / beta) in eV: -2.907 / -2.909
HOMO (alpha / beta) in hartree: -0.33977 / -0.33977
Energy in hartree: -451.6452
Molecular weight in g mol⁻¹: 178.0
HOMO-LUMO gap (alpha / beta) in eV: 6.3384 / 6.3364
ΔE to the lowest compared entry with this formula, charge and spin in kJ/mol: 444.4

CARTESIAN COORDINATES (ANGSTROEM)
C  -0.004  1.148  -0.256
C  -0.912  0.212  0.139
C  1.162  0.293  0.229
C  0.108  -0.685  -0.144
I  -3.973  -0.222  0.028
H  2.058  0.311  -0.392
H  1.388  0.404  1.281
H  0.174  -1.461  -0.886



C4H3I2NO2 | ωB97M-V with the def2-TZVPD basis set

Summary:
Structure (SMILES): O=[N+]([O-])C(=C\I)/C=C/I
Lowest unoccupied orbital energy (alpha / beta) in eV: -1.311 / -1.313
HOMO (alpha / beta) in hartree: -0.31578 / -0.31579
Energy in hartree: -954.6446
Molecular weight in g mol⁻¹: 350.9
HOMO-LUMO gap (alpha / beta) in eV: 7.2819 / 7.2804
ΔE to the lowest compared entry with this formula, charge and spin in kJ/mol: 141.4

CARTESIAN COORDINATES (ANGSTROEM)
O  2.460  0.040  -0.957
N  1.558  0.367  -0.220
O  1.567  1.283  0.548
C  0.287  -0.356  -0.287
C  0.181  -1.798  -0.754
I  1.657  -2.926  -1.518
C  -0.873  0.158  0.359
C  -1.112  1.389  0.784
I  -2.802  2.126  1.655
H  -0.751  -2.099  -0.618
H  -1.701  -0.537  0.342
H  -0.471  2.353  0.666



C4H3I2NS | ωB97M-V with the def2-TZVPD basis set

Summary:
Lowest unoccupied orbital energy in eV: -0.711
HOMO in hartree: -0.34503
Energy in hartree: -1202.4251
Molecular weight in g mol⁻¹: 350.9
HOMO-LUMO gap in eV: 8.6773
ΔE to the lowest compared entry with this formula, charge and spin in kJ/mol: 214.5

CARTESIAN COORDINATES (ANGSTROEM)
C  -0.229  -1.622  0.744
C  1.749  -0.860  0.335
C  -0.535  -0.552  -0.039
C  -2.580  -0.160  -0.646
N  1.100  -1.752  0.949
S  0.821  0.292  -0.616
I  -3.303  1.798  -0.309
I  -3.632  -1.541  0.626
H  -0.867  -2.470  1.271
H  2.777  -0.679  0.509
H  -2.873  -0.412  -1.719



C4H3IO | ωB97M-V with the def2-TZVPD basis set

Summary:
Lowest unoccupied orbital energy in eV: -1.233
HOMO in hartree: -0.31658
Energy in hartree: -526.9743
Molecular weight in g mol⁻¹: 194.0
HOMO-LUMO gap in eV: 7.3819
ΔE to the lowest compared entry with this formula, charge and spin in kJ/mol: 216.8

CARTESIAN COORDINATES (ANGSTROEM)
C  0.662  -0.451  0.123
C  0.218  0.670  0.664
C  0.174  -1.149  -1.123
C  -0.461  1.884  0.372
O  -0.730  -0.761  -1.826
I  -2.408  2.220  0.836
H  1.478  -0.968  0.574
H  0.526  0.826  1.615
H  0.540  -2.272  -1.235



C4H3IPdSSe3Te2 | ωB97M-V with the def2-TZVPD basis set

Summary:
Lowest unoccupied orbital energy (alpha / beta) in eV: -1.306 / -2.864
HOMO (alpha / beta) in hartree: -0.27129 / -0.30245
⟨S²⟩: 6.04
Energy in hartree: -8718.3064
Molecular weight in g mol⁻¹: 808.5
HOMO-LUMO gap (alpha / beta) in eV: 6.0763 / 5.3663
ΔE to the lowest compared entry with this formula, charge and spin in kJ/mol: 21.5
Spin multiplicity: 5

CARTESIAN COORDINATES (ANGSTROEM)
Pd  -0.388  0.009  0.907
Se  0.474  1.403  2.866
Se  0.459  2.556  0.918
Te  -1.777  1.922  -0.391
Se  -3.015  0.356  0.983
Te  0.085  -2.506  1.204
C  -0.997  -2.862  2.947
C  -1.499  -1.922  3.817
C  -2.175  -2.490  4.918
C  -2.175  -3.854  4.883
S  -1.358  -4.457  3.513
H  -1.390  -0.860  3.665
H  -2.625  -1.907  5.709
H  -2.622  -4.534  5.591
I  1.152  -0.387  -1.435



C4H3LaLiO | ωB97M-V with the def2-TZVPD basis set

Summary:
Lowest unoccupied orbital energy (alpha / beta) in eV: -8.475 / -8.882
HOMO (alpha / beta) in hartree: -0.56011 / -0.60019
⟨S²⟩: 0.75
Energy in hartree: -267.8608
Molecular weight in g mol⁻¹: 212.9
HOMO-LUMO gap (alpha / beta) in eV: 6.7660 / 7.4504
ΔE to the lowest compared entry with this formula, charge and spin in kJ/mol: 0.0
Net charge: +2
Spin multiplicity: 2

CARTESIAN COORDINATES (ANGSTROEM)
C  -2.324  -1.126  -1.377
C  -1.082  -1.209  -1.730
H  -3.310  -1.142  -1.859
H  -0.490  -1.391  -2.636
La  -1.088  -1.223  0.900
C  1.351  -0.177  1.101
C  1.523  1.032  1.497
O  1.539  2.202  1.754
H  2.147  -0.923  1.115
Li  1.734  3.957  1.236



C4H3LiMnO | ωB97M-V with the def2-TZVPD basis set

Summary:
Lowest unoccupied orbital energy (alpha / beta) in eV: -4.864 / -4.812
HOMO (alpha / beta) in hartree: -0.36169 / -0.54208
⟨S²⟩: 12.01
Energy in hartree: -1387.5264
Molecular weight in g mol⁻¹: 128.9
HOMO-LUMO gap (alpha / beta) in eV: 4.9780 / 9.9384
ΔE to the lowest compared entry with this formula, charge and spin in kJ/mol: 141.5
Net charge: +1
Spin multiplicity: 7

CARTESIAN COORDINATES (ANGSTROEM)
C  -0.234  -1.083  1.417
C  -0.736  -2.170  1.143
H  -1.107  -3.153  0.893
Li  -1.172  -0.665  -0.540
O  0.731  2.056  0.573
C  0.725  1.616  -0.552
C  0.366  0.696  -1.454
Mn  0.376  0.709  2.209
H  -0.055  1.954  -1.766
H  1.106  0.040  -1.923



C4H3LiOTl | ωB97M-V with the def2-TZVPD basis set

Summary:
Lowest unoccupied orbital energy (alpha / beta) in eV: -17.355 / -18.561
HOMO (alpha / beta) in hartree: -0.88568 / -0.88533
Energy in hartree: -407.8806
Molecular weight in g mol⁻¹: 278.4
HOMO-LUMO gap (alpha / beta) in eV: 6.7453 / 5.5296
ΔE to the lowest compared entry with this formula, charge and spin in kJ/mol: 294.1
Net charge: +3

CARTESIAN COORDINATES (ANGSTROEM)
C  1.318  0.394  -0.627
C  1.817  0.778  -1.678
H  2.270  1.190  -2.569
Li  -0.864  1.765  1.731
O  -1.821  -0.816  -0.498
C  -1.244  -0.800  0.545
C  -0.273  -0.622  1.409
Tl  -1.008  -0.227  -2.252
H  -0.968  -1.113  2.245
H  0.773  -0.550  1.693



C4H3MnO4 | ωB97M-V with the def2-TZVPD basis set

Summary:
Lowest unoccupied orbital energy (alpha / beta) in eV: -16.263 / -16.574
HOMO (alpha / beta) in hartree: -0.93557 / -0.93555
⟨S²⟩: 8.75
Energy in hartree: -1604.7608
Molecular weight in g mol⁻¹: 170.0
HOMO-LUMO gap (alpha / beta) in eV: 9.1948 / 8.8836
ΔE to the lowest compared entry with this formula, charge and spin in kJ/mol: 134.0
Net charge: +3
Spin multiplicity: 6

CARTESIAN COORDINATES (ANGSTROEM)
O  0.889  -0.384  -3.164
C  0.705  -1.393  -3.656
Mn  1.252  1.341  -2.159
C  -0.864  0.484  1.634
C  -0.585  0.749  0.210
O  0.371  0.094  -0.239
C  0.627  -1.157  1.003
O  -0.149  -0.727  1.916
O  1.341  -2.044  0.803
H  -1.940  0.332  1.813
H  -0.468  1.294  2.269
H  -1.179  1.411  -0.430



C4H3N | ωB97M-V with the def2-TZVPD basis set

Summary:
Structure (SMILES): C1=CC=1.C#N
Lowest unoccupied orbital energy in eV: -0.295
HOMO in hartree: -0.37726
Energy in hartree: -208.7402
Molecular weight in g mol⁻¹: 65.1
HOMO-LUMO gap in eV: 9.9710
ΔE to the lowest compared entry with this formula, charge and spin in kJ/mol: 424.4

CARTESIAN COORDINATES (ANGSTROEM)
C  -0.636  -0.126  1.121
C  -0.713  1.126  0.556
C  -0.992  0.101  -0.257
H  -0.718  2.205  0.472
H  -1.342  -0.077  -1.240
C  1.524  -1.052  -0.182
N  2.250  -1.448  -1.073
H  0.627  -0.729  0.603



C4H3N | ωB97M-V with the def2-TZVPD basis set

Summary:
Lowest unoccupied orbital energy in eV: -1.070
HOMO in hartree: -0.39286
Energy in hartree: -208.8150
Molecular weight in g mol⁻¹: 65.1
HOMO-LUMO gap in eV: 9.6208
ΔE to the lowest compared entry with this formula, charge and spin in kJ/mol: 227.9

CARTESIAN COORDINATES (ANGSTROEM)
C  -1.077  0.061  -0.001
C  0.368  0.445  -0.079
C  1.244  1.401  -0.252
C  1.475  -0.494  0.073
N  2.302  -1.305  0.203
H  -1.704  0.930  -0.208
H  -1.312  -0.318  0.998
H  -1.296  -0.720  -0.733